The following is a DFT calculation (ωB97M-V/def2-TZVPD) of C24H27N5O5S2 in the gas phase.

Each line ends with the Mulliken charge.
Positions of all 63 atoms, in Å:
C: 0.0841 -3.3872 6.1471  -0.94
H: -0.1456 -4.2843 6.7195  0.24
O: -0.1608 -3.7234 4.8040  -0.44
C: 0.0274 -2.7723 3.8536  1.16
C: 0.4679 -1.4819 4.0921  -0.62
C: 0.6259 -0.5788 3.0486  -0.19
C: 0.3289 -0.9734 1.7591  -4.03
C: -0.0993 -2.2743 1.4938  0.83
C: -0.2568 -3.1791 2.5259  1.23
O: -0.6708 -4.4604 2.3772  -0.48
C: -0.9892 -4.9066 1.0791  -0.89
H: -1.2957 -5.9447 1.1942  0.23
H: -1.8128 -4.3290 0.6482  0.35
H: -0.1247 -4.8538 0.4106  0.35
H: -0.2925 -2.5411 0.4663  0.62
N: 0.5125 -0.0858 0.6662  1.12
C: -0.4439 0.7606 0.2024  1.83
O: -0.2442 1.4382 -0.8085  -0.73
C: -1.6970 0.8748 0.9208  -0.14
C: -2.7207 1.7474 0.5314  -0.68
N: -2.6686 2.6386 -0.4623  -0.30
H: -1.8624 2.6106 -1.0689  0.24
H: -3.5162 3.1462 -0.6732  0.21
C: -3.8513 1.5739 1.3914  0.15
N: -3.7051 0.6651 2.3327  -0.69
S: -2.2529 -0.0454 2.2850  0.18
C: -5.1092 2.3288 1.2347  0.34
O: -5.2746 3.1565 0.3519  -0.72
N: -6.0503 2.0177 2.1469  -0.34
H: -5.8508 1.3152 2.8379  0.25
H: -6.9481 2.4694 2.1150  0.24
C: 1.6778 -0.3401 -0.1729  0.14
C: 2.6729 0.7702 -0.1318  -0.75
C: 2.5277 2.0695 0.2449  -0.24
C: 3.7241 2.8156 0.1313  -0.78
C: 4.7619 2.0757 -0.3285  -0.46
S: 4.3071 0.4425 -0.6292  -0.10
H: 5.7727 2.3804 -0.5125  0.49
H: 3.7985 3.8583 0.3826  0.43
H: 1.5997 2.4900 0.5843  0.54
H: 2.1482 -1.2533 0.2118  0.73
C: 1.1661 -0.7109 -1.5954  0.46
O: 0.5027 -1.7172 -1.7415  -0.76
N: 1.5560 0.1059 -2.5769  0.09
H: 1.9300 1.0069 -2.3153  0.26
C: 1.0704 -0.0071 -3.9364  -0.42
C: -0.0588 1.0126 -4.2033  -0.32
H: -0.2995 1.5165 -3.2673  -0.13
H: -0.9620 0.5193 -4.5572  0.37
C: 0.4903 2.0003 -5.2405  -0.60
H: 0.1628 1.7136 -6.2410  0.26
H: 0.1564 3.0196 -5.0540  0.37
C: 2.0075 1.8565 -5.1426  -0.60
H: 2.5199 2.2117 -6.0353  0.39
H: 2.3851 2.4168 -4.2853  0.25
C: 2.1913 0.3585 -4.9168  -0.89
H: 3.1714 0.1009 -4.5180  0.34
H: 2.0462 -0.1772 -5.8551  0.34
H: 0.7324 -1.0391 -4.0507  0.61
H: 0.9715 0.4241 3.2436  0.49
H: 0.6971 -1.1596 5.0945  0.40
H: -0.5621 -2.5689 6.4815  0.36
H: 1.1318 -3.1134 6.3102  0.36

Output
E ... -2377.17021 a.u.
Molar mass ... 529.64 u
SMILES ... COc1ccc(N(C(=O)c2snc(C(N)=O)c2N)[C@@H](C(=O)NC2CCCC2)c2cccs2)cc1OC
Highest occupied orbital energy ... -8.039 eV
Charge ... 0
Strongest force on any atom ... 0.82 eV/A

---

The following is a DFT calculation (ωB97M-V/def2-TZVPD) of C24H27N6OPd as an isolated structure in a non-equilibrium geometry.

Each line ends with the Mulliken charge.
Positions of all 59 atoms, in Å:
Pd: -0.0397 -0.1726 0.5985  -0.27
C: 2.0024 1.2552 4.6334  -0.52
C: 1.4141 1.8692 3.5370  -0.61
C: 0.5057 1.1838 2.7446  -0.40
C: 0.1527 -0.1457 3.0948  0.87
C: 0.7812 -0.7655 4.1925  -0.60
C: 1.6893 -0.0620 4.9531  -0.57
N: -0.8242 -0.7166 2.3434  0.28
N: -1.2774 -1.9177 2.4690  -0.92
C: -1.6857 -2.4382 1.2990  0.38
C: -2.4483 -3.6113 1.1727  -0.40
C: -2.7773 -4.0796 -0.0807  -0.72
C: -2.3807 -3.4104 -1.2299  -0.68
C: -1.6225 -2.2396 -1.1285  0.67
C: -1.2785 -1.7671 0.1085  -0.02
H: 2.6726 1.8114 5.2685  0.43
H: 1.6451 2.9023 3.3211  0.45
H: -0.0789 1.7194 1.9843  0.69
H: 0.5021 -1.7796 4.4312  0.50
H: 2.1491 -0.5294 5.8118  0.40
H: -2.7642 -4.1226 2.0686  0.50
H: -3.3537 -4.9887 -0.1629  0.42
H: -2.6552 -3.7762 -2.2089  0.46
H: -1.3280 -1.7146 -2.0296  0.37
N: -5.3819 1.1455 -1.6925  -0.31
C: -4.6402 2.1621 -2.1763  0.37
O: -5.0413 2.9423 -3.0077  -0.60
C: -3.2402 2.2857 -1.6264  0.19
C: -2.5868 3.5038 -1.8099  -0.27
C: -1.3040 3.6606 -1.3161  -1.23
C: -0.7207 2.5948 -0.6527  0.10
N: -1.3219 1.4157 -0.5061  0.42
C: -2.5532 1.2600 -0.9852  -0.54
H: -6.3337 1.0699 -2.0161  0.23
H: -5.1020 0.5765 -0.9148  0.17
H: -3.0959 4.2966 -2.3391  0.51
H: -0.7653 4.5867 -1.4406  0.46
H: 0.2654 2.6927 -0.2110  0.30
H: -2.9800 0.2725 -0.8619  0.28
C: 1.9565 -1.4515 -0.5101  -0.06
C: 3.3792 -1.7866 -1.0524  -0.89
N: 3.9187 -0.6205 -1.7112  -0.12
C: 4.0383 0.4645 -0.7604  -0.90
C: 2.6245 0.8358 -0.2368  -0.27
N: 1.6279 -0.0562 -0.8467  0.15
C: 1.6487 0.0930 -2.3052  -0.85
C: 3.0787 -0.2295 -2.8259  -0.73
H: 1.9336 -1.5913 0.5873  0.23
H: 1.2135 -2.1101 -0.9772  0.48
H: 3.3415 -2.6119 -1.7631  0.32
H: 4.0523 -2.0721 -0.2435  0.32
H: 4.5088 1.3195 -1.2484  0.29
H: 4.6840 0.1407 0.0578  0.34
H: 2.3754 1.8665 -0.5021  0.48
H: 2.5713 0.7329 0.8578  0.03
H: 1.3497 1.1114 -2.5649  0.50
H: 0.9142 -0.5965 -2.7295  0.27
H: 3.5257 0.6405 -3.3111  0.27
H: 3.0591 -1.0459 -3.5507  0.32

Output
E ... -1462.09718 a.u.
Molar mass ... 521.94 u
Highest occupied orbital energy (spin up / spin down) ... -10.544 / -10.545 eV
Charge ... +1
Strongest force on any atom ... 3.82 eV/A

---

The following is a DFT calculation (ωB97M-V/def2-TZVPD) of C24H28AgCl4N4 as an isolated structure in a non-equilibrium geometry.

Each line ends with the Mulliken charge.
Positions of all 61 atoms, in Å:
Ag: 1.3068 1.5048 -0.0606  0.59
C: 3.7066 -6.8374 -4.9793  -0.86
N: 3.6618 -6.0397 -3.7460  0.03
C: 3.8055 -4.6937 -3.8319  -0.32
C: 4.0490 -3.9387 -2.7309  -0.56
C: 3.9504 -4.4605 -1.4539  0.77
C: 3.7616 -5.8466 -1.3542  -0.68
C: 3.5861 -6.6257 -2.5302  -0.08
C: 4.1420 -3.5672 -0.2852  0.46
C: 3.4707 -2.3481 -0.1669  -0.54
C: 3.9048 -1.3120 0.7169  -0.38
N: 4.9285 -1.5961 1.5062  0.06
C: 5.5662 -2.7728 1.5514  -0.27
C: 5.0627 -3.8456 0.7409  -0.70
C: 5.3195 -0.4871 2.4135  -0.87
H: 2.9835 -6.3650 -5.6442  0.36
H: 3.4430 -7.8832 -4.8216  0.29
H: 4.7022 -6.7784 -5.4189  0.35
H: 3.7204 -4.1881 -4.7825  0.42
H: 4.2328 -2.8832 -2.8664  0.56
H: 3.5040 -6.3229 -0.4198  0.45
H: 3.3828 -7.6797 -2.6488  0.40
H: 2.6389 -2.1014 -0.8101  0.54
H: 3.3588 -0.3844 0.8056  0.44
H: 6.3563 -2.8173 2.2863  0.40
H: 5.5454 -4.7976 0.9053  0.43
H: 6.2609 -0.4356 2.9605  0.33
H: 4.4770 -0.3495 3.0912  0.33
H: 5.4616 0.2927 1.6653  0.39
C: -2.0266 -0.5703 1.9546  -0.87
N: -2.8584 0.4341 1.3340  0.20
C: -4.1470 0.5872 1.8736  -0.35
C: -4.8278 1.7323 1.7779  -0.66
C: -4.2557 2.8017 1.0289  0.91
C: -3.0605 2.5496 0.3084  -0.79
C: -2.2926 1.3817 0.6507  0.08
C: -4.9101 4.1446 0.8216  0.79
C: -6.3046 4.2768 0.8430  -0.79
C: -6.8730 5.5260 0.6489  -0.12
N: -6.0931 6.6018 0.5715  0.07
C: -4.7360 6.5804 0.6428  -0.27
C: -4.1376 5.3329 0.7459  -0.73
C: -6.7463 7.9099 0.4268  -1.04
H: -2.6422 -1.3069 2.4709  0.32
H: -1.4786 -0.0315 2.7276  0.44
H: -1.3769 -1.1468 1.2961  0.23
H: -4.3473 -0.1482 2.6387  0.30
H: -5.6571 1.8397 2.4615  0.40
H: -2.6876 3.3005 -0.3724  0.63
H: -1.3353 1.0490 0.2776  -0.13
H: -6.8494 3.3671 1.0479  0.45
H: -7.9395 5.6956 0.6320  0.40
H: -4.1550 7.4827 0.5216  0.48
H: -3.0676 5.2550 0.8700  0.57
H: -6.1663 8.7058 0.8939  0.37
H: -7.6982 7.9395 0.9569  0.39
H: -7.0316 8.1021 -0.6075  0.34
Cl: 3.9137 1.5569 -1.1704  -0.73
Cl: -0.0430 -0.5985 -1.3416  -0.77
Cl: 0.0378 4.1187 0.3157  -0.72
Cl: 1.5036 1.0905 2.6611  -0.78

Output
E ... -3137.75616 a.u.
Molar mass ... 622.20 u
Highest occupied orbital energy ... -8.009 eV
Charge ... +1
Strongest force on any atom ... 3.08 eV/A

---

The following is a DFT calculation (ωB97M-V/def2-TZVPD) of C24H28BBr4N6O2Y as an isolated structure.

Each line ends with the Mulliken charge.
Positions of all 66 atoms, in Å:
Y: -0.0083 0.3600 0.2021  1.41
C: -1.8849 0.0073 3.2587  -1.19
C: -0.7361 -0.6315 4.0399  1.16
C: -1.2728 -1.4265 5.2246  -1.87
C: 0.1328 -1.4894 3.1586  -0.02
C: 0.5393 -2.8153 3.3306  -0.91
C: 1.3223 -3.0891 2.2308  -0.56
N: 1.3928 -1.9998 1.4540  0.87
N: 0.6569 -0.9973 2.0359  -0.77
B: 2.2967 -1.8682 0.1748  -0.50
N: 3.0610 -0.5273 0.2118  -0.02
C: 4.3851 -0.3304 0.1997  -0.53
C: 4.6303 1.0278 0.1698  -0.98
C: 3.3637 1.6198 0.1672  -0.30
N: 2.4259 0.6727 0.1908  0.71
C: 2.9671 3.0702 0.1286  0.94
C: 2.0879 3.3674 -1.0866  -1.14
C: 4.1910 3.9806 0.1409  -1.88
N: 1.4911 -1.9832 -1.1518  0.70
C: 1.4657 -2.9899 -2.0379  -0.40
C: 0.5923 -2.6730 -3.0567  -1.16
C: 0.0915 -1.4081 -2.7202  0.24
N: 0.6530 -1.0024 -1.5859  -0.37
C: -0.9531 -0.5630 -3.3861  1.26
C: -0.5162 -0.1269 -4.7825  -1.69
C: -2.2921 -1.3002 -3.4208  -1.49
H: -2.5487 0.5383 3.9421  0.51
H: -2.4634 -0.7392 2.7132  0.31
H: -1.5533 0.7553 2.5302  0.19
H: -0.0963 0.1692 4.4279  0.24
H: -1.9400 -2.2215 4.8863  0.37
H: -1.8432 -0.7771 5.8878  0.44
H: -0.4705 -1.8803 5.8065  0.43
H: 0.2971 -3.4772 4.1418  0.46
H: 1.8608 -3.9777 1.9466  0.51
H: 3.0764 -2.7738 0.1999  -0.14
H: 5.0509 -1.1769 0.2106  0.49
H: 5.5894 1.5128 0.1576  0.47
H: 2.3849 3.2719 1.0351  0.17
H: 2.6080 3.1092 -2.0107  0.34
H: 1.8294 4.4264 -1.1214  0.40
H: 1.1380 2.8244 -1.0784  0.16
H: 4.7947 3.8277 -0.7561  0.37
H: 4.8224 3.7951 1.0098  0.43
H: 3.8855 5.0262 0.1606  0.43
H: 2.0757 -3.8634 -1.8784  0.51
H: 0.3479 -3.2749 -3.9135  0.52
H: -1.0767 0.3363 -2.7687  -0.09
H: -0.3625 -0.9912 -5.4317  0.33
H: 0.4154 0.4402 -4.7559  0.39
H: -1.2850 0.4982 -5.2377  0.45
H: -2.2332 -2.1701 -4.0786  0.38
H: -3.0772 -0.6456 -3.8007  0.43
H: -2.5803 -1.6442 -2.4277  0.20
Br: -6.4973 3.1025 -0.6379  -0.18
C: -5.0733 1.8902 -0.4083  0.24
C: -5.3070 0.5237 -0.3385  0.23
Br: -7.0626 -0.1526 -0.4711  -0.17
C: -4.2378 -0.3624 -0.1662  0.17
Br: -4.4792 -2.2270 -0.0442  -0.18
C: -2.9328 0.1041 -0.0701  0.29
O: -1.8848 -0.6874 0.0745  -0.73
C: -2.7015 1.5032 -0.1292  0.48
O: -1.4305 1.9144 -0.0166  -0.96
C: -3.7625 2.3758 -0.3008  -0.27
Br: -3.3597 4.2132 -0.3785  -0.14

Output
E ... -11769.87923 a.u.
Molar mass ... 851.86 u
Highest occupied orbital energy ... -7.420 eV
Charge ... 0
Strongest force on any atom ... 0.44 eV/A